(1)
This record from the OMol25 dataset describes an isolated ion of composition C6H10F3N2O3 and charge -1 at a distorted geometry. The level of theory is wB97M-V/def2-TZVPD.

Geometry as XYZ:
```
24
C6H10F3N2O3 | the OMol25 dataset | wB97M-V/def2-TZVPD
C 2.06409 -0.15884 0.79507
H 1.31335 -0.94907 0.80481
H 0.45286 2.03937 -1.30553
H 3.04149 -1.50415 -0.44186
C -1.29666 -0.02921 0.67585
C 1.40798 1.16103 0.39720
C 0.38051 1.10426 -0.74959
H 0.90989 1.60217 1.27096
O 0.47600 -1.22017 -1.31716
H -0.81406 0.08417 1.64757
H -1.03871 -0.99190 0.22603
N 3.09721 -0.53153 -0.17745
C -3.48622 -0.87105 0.38780
H 2.47147 -0.07410 1.81245
N -0.98998 1.09984 -0.17392
C 0.59442 -0.05410 -1.78788
H 4.02415 -0.33025 0.17186
H -1.64997 1.06258 -0.94564
H 2.20800 1.85450 0.11955
F -3.21266 -2.13872 0.76883
O -2.71770 0.02928 0.98154
F -4.76471 -0.62676 0.72194
O 0.92928 0.30341 -2.92860
F -3.40004 -0.86077 -0.95382
```

The energy above the lowest of the compared OMol25 structures with the same formula, charge and spin comes out at 0.0 kcal/mol. As for the structure (SMILES): NCC[C@H](NCOC(F)(F)F)C(=O)[O-]. Its net charge is -1. The value obtained for the energy is -23661.406 eV. The calculation puts the gap between HOMO and LUMO at 7.62 eV. Its spin multiplicity is 1.

(2)
This record from the OMol25 dataset describes an isolated molecule of C6H10FN at a distorted geometry. The level of theory is wB97M-V/def2-TZVPD.

Geometry as XYZ:
```
18
C6H10FN | the OMol25 dataset | wB97M-V/def2-TZVPD
H -2.33414 -1.61541 -0.54997
C -0.04258 1.12091 -0.11972
F -2.36928 1.22827 -0.60750
H -2.24346 -0.58926 0.95904
C -1.54728 -0.84595 0.07433
C 0.45626 0.15197 0.94320
H 2.82198 0.83095 0.57676
C 1.93487 0.06403 0.29881
H 2.57115 -0.75571 -0.00121
H -0.19469 2.13318 0.23479
H 1.57055 1.44139 -1.42407
H 0.24488 -1.46786 -0.50818
C -0.17724 -1.17845 0.43077
C -1.26460 0.41604 -0.76511
H 0.40055 0.28752 2.06018
N 1.09954 0.72272 -1.01325
H -0.95611 0.19026 -1.76558
H 0.02959 -2.13460 1.17670
```

The energy above the lowest of the compared OMol25 structures with the same formula, charge and spin comes out at 62.8 kcal/mol. As for the structure (SMILES): F[C@@H]1CC[C@H]2CN[C@H]21. The value obtained for the energy is -10588.345 eV. The calculation puts the gap between HOMO and LUMO at 10.28 eV. Its spin multiplicity is 1.

(3)
This record from the OMol25 dataset describes a 2-piece molecular cluster, C6H10FN2O overall at a distorted geometry. The level of theory is wB97M-V/def2-TZVPD.

Geometry as XYZ:
```
20
C6H10FN2O | the OMol25 dataset | wB97M-V/def2-TZVPD
H -0.85686 1.77235 -2.74895
C -0.21002 0.56330 0.09690
O -0.92835 -0.67754 -1.82959
C 0.39623 0.62690 1.36720
H 2.19486 -1.29332 3.27291
H -1.75248 2.56216 -1.70296
H -1.85947 1.04740 -1.60384
H 1.72574 0.39417 3.63458
H -0.81301 1.42081 0.01786
H -2.60363 1.91734 -2.98029
N 1.68954 -0.51428 3.03804
C -0.09966 -0.61051 -0.72772
F 1.96225 -2.72231 1.33549
N -1.78732 1.79903 -2.36808
C 0.49302 -1.75381 -0.22469
H -0.55634 -1.33770 -2.42742
C 1.12918 -1.69932 0.97187
H 0.23516 1.55913 1.87291
H 0.45258 -2.62406 -0.78430
C 1.18858 -0.42975 1.79008
```

The energy above the lowest of the compared OMol25 structures with the same formula, charge and spin comes out at 17.3 kcal/mol. Its net charge is +1. The value obtained for the energy is -14121.429 eV. The calculation puts the gap between HOMO and LUMO at 7.00 eV. Its spin multiplicity is 1.

(4)
This record from the OMol25 dataset describes a 2-piece molecular cluster, C6H10FNO overall at a distorted geometry. The level of theory is wB97M-V/def2-TZVPD.

Geometry as XYZ:
```
19
C6H10FNO | the OMol25 dataset | wB97M-V/def2-TZVPD
H 0.60189 0.52551 -2.34624
C -1.55994 -1.89027 1.63588
H 0.24186 1.95976 1.10894
C -0.38664 1.13147 1.48973
C 1.92605 -0.82832 0.35924
H -2.49435 -0.78546 -3.04893
H 2.08336 0.80879 -1.92968
C -0.56751 0.05730 0.37063
C 0.98056 -0.18535 -0.26952
H -0.96917 0.45025 -0.53656
N -1.55077 -0.82724 1.11805
H 1.49931 -1.34268 1.24047
H 1.08886 1.75081 -1.21769
H -0.00238 0.56912 2.24048
H 2.85165 -0.74701 -0.04068
H -1.24450 1.70656 1.74935
C 1.14502 0.73940 -1.48137
F -1.82291 -0.32336 -2.77754
O -1.82039 -2.76928 2.33544
```

The energy above the lowest of the compared OMol25 structures with the same formula, charge and spin comes out at 17.0 kcal/mol. As for the structure (SMILES): C=C(C)[C@H](C)N=C=O.F. The value obtained for the energy is -12636.399 eV. The calculation puts the gap between HOMO and LUMO at 10.53 eV. Its spin multiplicity is 1.

(5)
This record from the OMol25 dataset describes an isolated molecule of C6H10FNO2 at a distorted geometry. The level of theory is wB97M-V/def2-TZVPD.

Geometry as XYZ:
```
20
C6H10FNO2 | the OMol25 dataset | wB97M-V/def2-TZVPD
O -2.70394 0.87344 0.86344
H 1.70401 -1.98333 -1.07026
H 0.28277 2.96021 0.67513
C -0.95425 -0.55019 0.72019
H 2.24840 -0.16722 0.54355
C 0.89492 2.12681 0.82832
H -0.86867 -0.25913 1.75403
H -0.69572 -2.38140 -0.50563
N -2.05554 -0.20738 0.15921
O -2.61045 -0.64901 -0.83748
H 2.42770 0.35291 -1.18434
H -3.45042 1.11556 0.42814
C 0.87469 1.31029 -0.20592
H 0.31145 -1.07808 -1.91126
C 0.85328 -1.11797 -0.90945
H 1.51036 1.67357 1.58128
H 0.37309 -2.16126 0.86513
F 0.26442 1.71417 -1.39406
C 1.71845 0.08793 -0.48660
C -0.12453 -1.65992 0.08655
```

The energy above the lowest of the compared OMol25 structures with the same formula, charge and spin comes out at 117.2 kcal/mol. As for the structure (SMILES): C=C(F)CCC/C=[N+](\[O-])O. The value obtained for the energy is -14681.609 eV. The calculation puts the gap between HOMO and LUMO at 9.46 eV. Its spin multiplicity is 1.

(6)
This record from the OMol25 dataset describes an isolated molecule of C6H10FP at a distorted geometry. The level of theory is wB97M-V/def2-TZVPD.

Geometry as XYZ:
```
18
C6H10FP | the OMol25 dataset | wB97M-V/def2-TZVPD
P -2.48051 0.42628 -0.47905
H 2.29482 -0.97912 -0.15323
C 0.05130 -0.64112 -0.24063
H -1.84950 -1.92947 -0.11025
H 1.90524 0.38718 1.47730
F -1.84082 1.08070 -1.87143
H 1.21548 2.07067 1.39970
C 0.02773 0.52749 0.44476
C 1.32485 -1.47322 -0.43488
H 1.50730 -1.73361 -1.50242
C 1.35230 1.17712 0.81278
H -1.24246 2.23858 0.41456
H 1.28498 -2.36918 0.20623
C -1.34520 -1.06130 -0.58946
H -1.55553 -1.24088 -1.61956
C -1.25694 1.18834 0.63142
H 1.94198 1.40228 -0.03142
H -1.33501 0.92926 1.64557
```

The energy above the lowest of the compared OMol25 structures with the same formula, charge and spin comes out at 0.0 kcal/mol. As for the structure (SMILES): CC1=C(C)CP(F)C1. The value obtained for the energy is -18390.052 eV. The calculation puts the gap between HOMO and LUMO at 9.67 eV. Its spin multiplicity is 1.

(7)
This record from the OMol25 dataset describes C6H10LuO3 as an isolated structure at a distorted geometry. The level of theory is wB97M-V/def2-TZVPD.

Geometry as XYZ:
```
20
C6H10LuO3 | the OMol25 dataset | wB97M-V/def2-TZVPD
O 0.10650 -0.18229 -2.02697
H 0.82672 -0.33225 2.07477
H 2.61331 1.75717 -0.19835
C -1.27778 -0.23156 1.57832
H -0.26552 1.76404 -1.25063
H 2.30811 1.16686 -1.85607
C 0.29619 -0.99433 -1.08612
O 0.64829 -0.29137 0.06114
H 0.21805 1.75085 0.32326
Lu -0.67213 -2.64186 -3.42230
H -3.28977 -0.64666 2.07199
C 1.90781 1.77724 -1.03743
H 0.14862 -1.83198 1.32073
C 0.52705 1.32928 -0.64045
H -1.39259 0.85027 1.68897
H 1.82673 2.81991 -1.37145
O -0.09619 -2.15629 -1.03593
C -2.31825 -1.04130 1.77120
C 0.10676 -0.74059 1.35949
H -2.22192 -2.12518 1.67584
```

Its net charge is +2. The value obtained for the energy is -46124.711 eV. The calculation puts the gap between HOMO and LUMO (alpha / beta) at 7.42 / 6.28 eV. Its spin multiplicity is 2. As for the expectation value of S²: 0.751.

(8)
This record from the OMol25 dataset describes C6H10MgO10 as an isolated structure at a distorted geometry. The level of theory is wB97M-V/def2-TZVPD.

Geometry as XYZ:
```
27
C6H10MgO10 | the OMol25 dataset | wB97M-V/def2-TZVPD
H -3.69863 1.01529 0.06129
C -1.58670 1.43316 -0.05909
O 2.24993 0.60317 0.43197
H -1.84406 3.02996 1.45627
C 1.42767 -2.69533 -2.43860
H -0.93271 2.10129 -0.67905
C -1.36608 2.04471 1.34569
O 0.81001 -3.54433 -3.35805
O 3.27030 2.09125 -0.95952
Mg 0.57402 -0.63764 -0.26952
H 3.78034 2.09717 -0.13998
H -1.85290 1.41698 2.11062
C -3.02349 1.65654 -0.51234
O 1.52587 0.79059 -1.60200
H 1.60380 -3.98306 -3.68096
O -1.24816 0.12929 -0.11002
C 2.33516 1.13428 -0.71480
O 0.65640 -3.24778 2.95310
H -3.13633 1.39238 -1.57199
H -3.35445 2.70564 -0.49059
O 0.65794 -1.95791 -1.79915
C 0.43857 -2.16946 2.37555
O -0.06897 -1.15612 3.20221
O 0.58708 -1.87131 1.17720
H -0.31099 2.07521 1.61747
H -0.15802 -1.65914 4.01858
O 2.66438 -2.79483 -2.36430
```

The energy above the lowest of the compared OMol25 structures with the same formula, charge and spin comes out at 0.0 kcal/mol. Its net charge is -2. The value obtained for the energy is -32311.850 eV. The calculation puts the gap between HOMO and LUMO at 7.11 eV. Its spin multiplicity is 1.